1.
A molecular structure, C8H13N3OS in a non-equilibrium geometry, computed with the ωB97M-V functional and the def2-TZVPD basis.

Each line ends with the natural charge from an NBO analysis.
Atoms and positions in Å:
C: 5.17 -0.90 0.40  -0.357
C: 5.28 0.51 0.12  -0.312
C: 3.81 -1.19 0.29  -0.097
C: 4.03 0.95 -0.28  -0.169
C: -0.46 1.79 0.19  0.334
C: -2.75 -1.70 -0.33  -0.594
C: -3.03 -0.34 0.35  -0.404
C: -2.69 0.94 -0.38  -0.251
N: -1.23 0.91 -0.37  -0.505
N: 3.14 -0.12 -0.17  -0.576
N: 0.81 1.47 -0.07  -0.766
O: 0.59 0.08 -2.36  -0.812
S: 0.57 -0.07 -0.95  1.624
H: 5.76 -1.67 0.76  0.206
H: 6.15 1.03 0.20  0.198
H: 3.15 -2.07 0.55  0.186
H: 3.95 1.95 -0.69  0.200
H: -0.70 2.62 0.67  0.190
H: -2.93 -2.60 0.31  0.222
H: -3.39 -1.81 -1.15  0.205
H: -1.63 -1.54 -0.57  0.188
H: -2.54 -0.49 1.33  0.210
H: -4.15 -0.46 0.57  0.207
H: -3.14 1.07 -1.32  0.218
H: -3.17 1.75 0.09  0.210
H: 1.48 1.53 0.69  0.447

Calculated values
multiplicity	1
HOMO	-0.2497	Eh
energy relative to the best compared isomer or geometry (same formula, charge and spin)	127.3	kcal/mol



2.
A molecular structure, C30H75CrN5O8PS in a non-equilibrium geometry, computed with the ωB97M-V functional and the def2-TZVPD basis.

Each line ends with the Löwdin spin population.
Atoms and positions in Å:
Cr: 1.60 1.34 -3.74  3.009
P: 3.47 0.17 -5.21  0.010
O: 3.72 -1.32 -5.24  -0.008
O: 3.94 1.01 -6.38  0.002
O: 3.47 0.80 -3.79  -0.072
O: 1.95 0.43 -5.35  0.010
S: 0.82 0.05 -1.54  0.010
O: -0.37 -0.18 -0.74  -0.002
O: 0.77 -0.25 -2.97  -0.017
O: 1.20 1.46 -1.83  0.046
O: 2.02 -0.61 -0.99  0.000
C: -5.52 0.31 -4.38  0.000
C: -4.53 -0.50 -3.56  0.000
N: -3.19 -0.39 -4.17  0.000
C: -2.58 0.93 -4.28  0.001
C: -2.35 1.65 -2.90  0.001
C: -2.26 -1.27 -3.46  0.000
C: -2.54 -2.78 -3.49  0.000
H: -6.50 0.02 -4.00  0.000
H: -5.53 -0.01 -5.42  0.000
H: -5.37 1.39 -4.30  0.000
H: -4.51 -0.16 -2.53  0.000
H: -4.88 -1.53 -3.64  0.000
H: -3.21 1.50 -4.96  0.000
H: -1.64 0.94 -4.84  0.001
H: -2.09 2.68 -3.13  0.000
H: -1.43 1.19 -2.53  0.000
H: -3.16 1.55 -2.18  0.000
H: -1.25 -1.15 -3.86  0.000
H: -2.19 -0.86 -2.45  0.000
H: -1.70 -3.31 -3.05  0.000
H: -3.40 -3.03 -2.87  0.000
H: -2.73 -3.23 -4.47  0.000
C: -2.94 -5.68 -0.18  0.000
C: -3.53 -4.29 0.12  0.000
N: -2.88 -3.52 1.23  0.000
C: -2.98 -4.32 2.46  0.000
C: -2.19 -3.77 3.67  0.000
C: -3.56 -2.26 1.51  0.000
C: -3.51 -1.25 0.29  0.000
H: -3.35 -6.01 -1.13  0.000
H: -3.24 -6.36 0.61  0.000
H: -1.85 -5.61 -0.26  0.000
H: -3.44 -3.81 -0.85  0.000
H: -4.60 -4.37 0.36  0.000
H: -4.02 -4.49 2.71  0.000
H: -2.70 -5.37 2.37  0.000
H: -1.23 -3.40 3.30  0.000
H: -2.69 -2.97 4.21  0.000
H: -1.99 -4.57 4.38  0.000
H: -3.05 -1.77 2.34  0.000
H: -4.60 -2.39 1.78  0.000
H: -3.98 -1.64 -0.62  0.000
H: -2.50 -0.88 0.15  0.000
H: -4.08 -0.36 0.57  0.000
C: 3.82 3.26 -1.23  0.002
C: 3.52 2.86 0.22  0.000
N: 4.63 2.10 0.92  0.000
C: 4.85 0.84 0.23  0.000
C: 6.28 0.32 0.62  0.000
C: 4.34 1.93 2.35  0.000
C: 4.49 3.19 3.16  0.000
H: 4.60 4.02 -1.29  0.000
H: 2.92 3.64 -1.71  0.002
H: 4.05 2.43 -1.89  0.000
H: 3.27 3.78 0.75  0.000
H: 2.61 2.26 0.25  0.000
H: 4.05 0.13 0.45  0.000
H: 4.96 0.95 -0.85  0.000
H: 6.34 -0.02 1.66  0.000
H: 6.69 -0.48 0.01  0.000
H: 6.99 1.14 0.61  0.000
H: 5.04 1.17 2.72  0.000
H: 3.37 1.45 2.48  0.000
H: 3.67 3.89 3.01  0.000
H: 5.43 3.65 2.84  0.000
H: 4.51 2.95 4.23  0.000
C: 1.87 -4.70 4.31  0.000
C: 2.91 -3.70 4.03  0.000
N: 2.43 -2.70 3.11  0.000
C: 1.52 -1.75 3.76  0.000
C: 0.93 -0.72 2.82  0.000
C: 3.62 -2.11 2.43  0.000
C: 4.12 -2.93 1.29  0.000
H: 1.44 -5.17 3.43  0.000
H: 1.07 -4.32 4.94  0.000
H: 2.32 -5.47 4.94  0.000
H: 3.19 -3.18 4.95  0.000
H: 3.88 -4.17 3.81  0.000
H: 0.67 -2.25 4.23  0.000
H: 2.03 -1.24 4.58  0.000
H: 1.69 -0.08 2.37  0.000
H: 0.36 -1.13 1.99  0.000
H: 0.22 -0.04 3.30  0.000
H: 4.50 -1.98 3.06  0.000
H: 3.41 -1.11 2.04  0.000
H: 4.94 -2.34 0.88  0.000
H: 3.40 -3.11 0.50  0.000
H: 4.48 -3.92 1.57  0.000
C: -3.02 6.20 0.23  0.000
C: -2.81 4.65 0.04  0.000
N: -1.47 4.34 0.54  0.000
C: -0.33 5.00 -0.12  0.000
C: -0.21 4.91 -1.69  0.001
C: -1.25 2.91 0.56  0.000
C: -2.27 2.14 1.44  0.000
H: -2.27 6.82 -0.26  0.000
H: -2.91 6.44 1.29  0.000
H: -3.98 6.64 -0.03  0.000
H: -3.54 4.14 0.67  0.000
H: -3.01 4.36 -0.99  0.000
H: 0.54 4.61 0.42  0.000
H: -0.32 6.05 0.18  0.000
H: -1.10 5.36 -2.13  0.000
H: -0.10 3.87 -2.02  0.002
H: 0.66 5.36 -2.16  0.000
H: -1.31 2.53 -0.46  0.000
H: -0.24 2.74 0.94  0.000
H: -2.00 1.08 1.47  0.000
H: -2.31 2.56 2.44  0.000
H: -3.29 2.21 1.04  0.000

Calculated values
charge	-2
multiplicity	4
HOMO (alpha / beta)	-0.0538 / -0.0565	Eh



3.
A molecular structure, C36H42Cl5N6OPSbSn in a non-equilibrium geometry, computed with the ωB97M-V functional and the def2-TZVPD basis.

Each line ends with the Löwdin charge.
Atoms and positions in Å:
Sn: 11.21 9.57 14.14  1.377
C: 11.82 12.99 15.04  0.007
C: 10.64 12.29 15.70  -0.287
C: 9.71 13.03 16.35  0.002
C: 8.66 12.47 17.07  0.083
C: 8.59 11.04 16.98  -0.098
C: 9.55 10.29 16.37  -0.475
N: 10.53 10.92 15.68  -0.063
Sb: 9.57 8.24 17.08  1.646
C: 7.93 7.58 15.82  -0.485
C: 7.95 6.40 15.16  -0.127
C: 6.75 6.03 14.52  -0.023
C: 5.67 6.91 14.55  0.000
C: 5.85 8.16 15.13  -0.289
C: 4.75 9.22 15.09  -0.012
N: 6.96 8.47 15.84  0.077
C: 11.34 7.52 16.08  -0.514
C: 11.83 6.33 16.58  -0.079
C: 13.11 5.82 16.25  0.038
C: 13.97 6.67 15.66  0.030
C: 13.51 7.95 15.31  -0.264
C: 14.55 8.94 14.83  0.007
N: 12.19 8.25 15.38  -0.132
H: 11.59 14.04 15.05  0.093
H: 12.71 12.88 15.71  0.133
H: 12.06 12.60 14.04  0.014
H: 9.82 14.12 16.31  0.143
H: 7.80 12.93 17.44  0.115
H: 7.69 10.51 17.29  0.101
H: 8.81 5.74 15.32  0.103
H: 6.69 5.01 14.11  0.133
H: 4.69 6.64 14.12  0.141
H: 4.53 9.57 16.11  0.090
H: 3.82 8.96 14.59  0.088
H: 5.09 10.13 14.58  0.067
H: 11.29 5.75 17.27  0.098
H: 13.27 4.85 16.54  0.116
H: 14.98 6.42 15.54  0.124
H: 15.51 8.70 15.40  0.150
H: 14.19 9.96 14.85  0.049
H: 14.65 8.66 13.74  0.111
Cl: 8.29 11.13 13.26  0.784
C: 8.53 9.53 12.63  -0.671
C: 9.59 8.73 13.11  -0.341
C: 9.76 7.48 12.63  -0.757
Cl: 11.05 6.52 13.17  0.853
C: 8.93 6.92 11.66  -0.722
Cl: 9.23 5.35 11.07  0.793
C: 7.92 7.75 11.14  -0.659
Cl: 7.04 7.29 9.76  0.803
C: 7.62 9.05 11.71  -0.697
Cl: 6.35 10.02 11.14  0.779
O: 12.18 10.66 12.88  -0.382
P: 12.64 10.72 11.38  0.592
N: 11.59 11.78 10.70  -0.157
C: 11.20 12.97 11.52  -0.186
C: 10.60 13.92 10.50  -0.137
C: 11.32 13.63 9.17  -0.101
C: 11.54 12.08 9.25  -0.149
N: 14.15 11.26 11.54  -0.169
C: 14.51 12.02 12.79  -0.142
C: 15.68 12.86 12.29  -0.156
C: 16.21 12.21 11.03  -0.124
C: 14.84 11.86 10.38  -0.144
N: 12.54 9.43 10.50  -0.153
C: 11.22 8.92 9.91  -0.121
C: 11.62 7.58 9.35  -0.116
C: 12.92 7.20 10.17  -0.155
C: 13.64 8.48 10.28  -0.188
H: 12.02 13.32 12.14  0.092
H: 10.47 12.69 12.23  0.048
H: 10.68 14.94 10.88  0.122
H: 9.51 13.65 10.48  0.134
H: 12.27 14.18 9.13  0.122
H: 10.69 13.86 8.34  0.106
H: 12.46 11.69 8.78  0.120
H: 10.73 11.55 8.88  0.077
H: 14.73 11.39 13.62  0.075
H: 13.65 12.58 13.12  0.065
H: 16.49 12.93 13.01  0.123
H: 15.32 13.88 12.10  0.125
H: 16.82 11.41 11.31  0.100
H: 16.92 12.86 10.55  0.127
H: 14.86 11.21 9.52  0.117
H: 14.35 12.83 10.12  0.129
H: 10.86 9.58 9.14  0.101
H: 10.47 8.89 10.69  0.082
H: 11.97 7.68 8.28  0.144
H: 10.81 6.80 9.44  0.095
H: 13.55 6.54 9.53  0.139
H: 12.67 6.78 11.12  0.049
H: 14.22 8.68 9.45  0.105
H: 14.34 8.61 11.16  0.133

Calculated values
charge	+3
multiplicity	1
HOMO	-0.6013	Eh
energy relative to the best compared isomer or geometry (same formula, charge and spin)	19.3	kcal/mol



4.
A gas-phase ion, CH4NOS2 (charge +1) in a non-equilibrium geometry, computed with the ωB97M-V functional and the def2-TZVPD basis.

Each line ends with the natural charge from an NBO analysis.
Atoms and positions in Å:
C: -1.10 0.05 0.50  0.175
N: 0.10 0.07 -0.60  -0.752
O: -0.56 0.28 1.62  -0.668
S: -2.23 -1.20 -0.05  0.182
S: -2.50 0.88 -0.29  0.151
H: 0.21 1.06 -1.06  0.456
H: -0.37 -0.45 -1.37  0.453
H: 1.03 -0.26 -0.45  0.448
H: -1.14 0.25 2.44  0.554

Calculated values
charge	+1
SMILES string	[NH3+]C1(O)SS1
multiplicity	1
HOMO	-0.4987	Eh
energy relative to the best compared isomer or geometry (same formula, charge and spin)	26.9	kcal/mol



5.
2 unconnected molecules or ions with the total composition C7H14N2 in a non-equilibrium geometry, computed with the ωB97M-V functional and the def2-TZVPD basis.

Each line ends with the natural charge from an NBO analysis.
Atoms and positions in Å:
C: 2.54 0.20 2.32  -0.616
C: 2.22 1.63 2.02  -0.619
H: 3.54 -0.10 2.91  0.198
H: 1.81 -0.53 2.79  0.216
H: 2.60 -0.26 1.40  0.190
H: 3.07 2.31 1.75  0.219
H: 1.80 2.12 2.98  0.204
H: 1.43 1.57 1.21  0.206
C: -2.51 0.35 -1.36  -0.445
C: -2.79 0.42 0.15  -0.581
C: -1.27 -0.41 -1.61  0.105
C: 0.10 -0.25 -1.20  -0.127
C: -0.11 -2.19 -2.25  0.150
N: -1.28 -1.60 -2.38  -0.470
N: 0.68 -1.52 -1.34  -0.554
H: -3.35 -0.15 -1.88  0.225
H: -2.65 1.34 -1.80  0.215
H: -1.91 0.95 0.49  0.194
H: 0.49 0.73 -0.91  0.226
H: 0.12 -3.05 -2.95  0.215
H: 1.71 -1.91 -1.19  0.429
H: -2.63 -0.63 0.51  0.213
H: -3.60 0.97 0.34  0.204

Calculated values
SMILES string	CCc1c[nH]cn1.CC
multiplicity	1
HOMO	-0.3049	Eh
energy relative to the best compared isomer or geometry (same formula, charge and spin)	61.0	kcal/mol